# 1
75
Properties=species:S:1:pos:R:3:forces:R:3:lowdin_charge:R:1 method="wB97M-V/def2-TZVPD" charge=-1
C 6.732 -3.416 1.480 0.27 -0.66 -0.07 0.03
C 6.678 -2.342 0.937 -0.44 0.98 -1.17 -0.28
C 6.435 -1.102 0.165 0.21 -0.35 0.67 -0.31
Al 4.735 -0.100 0.813 -0.06 -0.59 0.55 0.26
C 3.742 -1.427 2.035 -0.31 0.23 -0.87 -0.31
C 2.198 -1.160 2.067 0.39 -0.46 0.37 -0.28
C 1.574 -2.068 0.992 0.82 0.50 1.25 -0.29
O 0.164 -1.871 0.851 0.48 -0.90 -0.63 -0.19
C -0.297 -2.743 -0.187 -0.05 0.96 -0.10 -0.13
H 6.883 -4.449 1.712 -0.06 0.37 0.27 0.00
H 7.317 -0.446 0.243 -0.26 -0.15 -0.16 0.03
H 6.250 -1.349 -0.894 0.24 -0.04 0.35 0.04
H 5.069 1.251 1.612 0.15 0.23 0.12 -0.12
H 3.794 0.300 -0.449 -0.10 -0.10 -0.17 -0.11
H 3.886 -2.411 1.541 0.07 0.24 0.39 0.03
H 4.198 -1.511 3.033 -0.25 0.08 -0.21 0.04
H 1.805 -1.409 3.072 -0.17 0.00 -0.44 0.10
H 1.939 -0.102 1.890 0.06 -0.32 -0.14 0.06
H 2.146 -1.886 0.064 -0.53 0.06 -0.01 0.11
H 1.797 -3.110 1.303 -0.30 0.27 -0.18 0.12
H -1.109 -3.392 0.185 0.28 0.18 -0.16 0.07
H 0.538 -3.333 -0.596 -0.40 -0.06 0.19 0.08
H -0.653 -2.085 -1.002 -0.16 -0.49 0.14 0.08
O 1.217 6.664 3.785 -2.06 -0.89 -2.68 -0.25
P 1.832 5.358 3.383 5.44 -0.58 5.04 0.61
O 1.699 4.483 4.785 -0.75 -0.02 -0.94 -0.20
C 0.543 4.564 5.605 -0.24 0.00 0.43 -0.30
C -0.519 3.556 5.202 0.06 -0.08 -0.12 -0.08
O 3.418 5.764 3.435 -0.36 -0.03 -0.77 -0.21
C 3.833 7.122 3.483 0.07 0.19 0.16 -0.30
C 4.016 7.583 4.916 0.06 -0.06 0.20 -0.08
O 2.302 4.050 2.509 -2.10 1.56 -0.90 -0.17
C 1.458 2.914 2.342 -0.37 -0.72 -0.29 -0.27
C 0.222 3.230 1.526 0.07 0.15 -0.17 -0.08
H 0.119 5.570 5.610 0.15 0.07 -0.17 0.10
H 0.867 4.351 6.626 0.14 0.00 -0.07 0.12
H -0.854 3.732 4.178 -0.05 0.03 0.04 0.06
H -1.386 3.626 5.862 0.02 0.05 0.00 0.08
H -0.131 2.538 5.256 0.01 0.01 0.01 0.08
H 3.137 7.763 2.942 -0.10 -0.03 0.12 0.10
H 4.790 7.183 2.959 -0.02 -0.19 -0.02 0.11
H 3.136 7.370 5.524 -0.11 0.08 -0.16 0.07
H 4.216 8.656 4.955 0.02 -0.01 -0.01 0.07
H 4.852 7.056 5.379 0.03 0.03 -0.06 0.07
H 1.207 2.479 3.309 0.01 0.24 0.13 0.10
H 2.044 2.157 1.817 0.25 0.27 0.03 0.11
H -0.326 4.086 1.936 -0.06 -0.08 0.09 0.06
H -0.444 2.366 1.492 0.00 0.01 0.03 0.08
H 0.500 3.488 0.502 0.00 -0.02 0.03 0.08
O -6.163 -3.982 -5.024 0.73 -2.46 2.41 -0.24
P -4.669 -3.901 -4.988 1.02 5.53 -4.99 0.61
O -4.426 -2.314 -4.587 0.05 -1.02 0.74 -0.20
C -5.249 -1.653 -3.632 -0.27 0.42 0.24 -0.29
C -4.721 -1.804 -2.217 0.15 -0.10 -0.05 -0.07
O -4.350 -3.857 -6.594 0.19 -0.78 0.41 -0.21
C -5.340 -4.207 -7.556 -0.23 0.10 -0.18 -0.30
C -6.105 -2.983 -8.016 0.03 0.22 -0.03 -0.08
O -3.078 -4.279 -4.793 -1.77 -1.57 1.25 -0.18
C -2.423 -4.145 -3.536 0.39 0.00 0.65 -0.28
C -2.952 -5.114 -2.498 0.01 -0.22 -0.12 -0.07
H -6.284 -1.995 -3.683 0.06 -0.18 -0.17 0.10
H -5.251 -0.595 -3.901 0.09 -0.06 -0.13 0.12
H -4.692 -2.856 -1.922 -0.07 0.03 0.04 0.06
H -5.357 -1.270 -1.509 -0.02 -0.01 -0.04 0.08
H -3.709 -1.406 -2.132 -0.02 0.03 0.00 0.08
H -6.008 -4.975 -7.166 -0.04 0.12 0.10 0.10
H -4.817 -4.648 -8.408 0.16 0.04 0.11 0.11
H -6.493 -2.409 -7.174 -0.07 -0.18 0.08 0.07
H -6.941 -3.268 -8.659 0.02 -0.01 -0.01 0.07
H -5.449 -2.313 -8.576 0.00 -0.06 -0.04 0.08
H -2.471 -3.113 -3.190 -0.24 0.04 -0.09 0.10
H -1.367 -4.355 -3.710 -0.10 -0.04 -0.26 0.13
H -4.039 -5.044 -2.394 0.02 0.12 0.07 0.07
H -2.490 -4.924 -1.529 -0.05 0.03 0.00 0.07
H -2.724 -6.141 -2.791 -0.01 0.03 0.01 0.08

***

# 2
82
Properties=species:S:1:pos:R:3:forces:R:3:lowdin_charge:R:1 method="wB97M-V/def2-TZVPD" charge=-1
O 2.298 -1.277 3.295 -0.14 0.51 0.56 -0.11
O 3.184 -1.440 2.178 0.41 -0.11 0.04 -0.27
C 2.782 -0.379 1.289 -0.78 -0.04 0.02 -0.36
Sb 0.936 -0.954 0.169 0.72 -0.35 0.21 1.05
O -0.205 0.204 1.415 0.21 0.00 -0.08 -0.53
C 2.031 -2.076 -1.379 0.10 -0.11 0.26 -0.38
C 2.120 -3.585 -1.175 0.41 0.16 -0.07 -0.33
C 2.336 -4.333 -2.493 -0.24 -0.09 0.07 -0.27
C 1.162 -4.146 -3.472 0.16 -0.46 0.30 -0.47
S 1.677 -3.786 -5.180 -0.19 0.11 -0.14 0.95
C 1.326 -2.082 -5.236 0.32 0.00 0.08 -0.71
N 0.234 -1.495 -5.556 -0.27 0.19 -0.21 0.07
N 0.470 -0.124 -5.453 -0.30 -0.14 -0.18 0.07
C 1.685 -0.011 -5.075 0.14 0.07 0.01 -0.22
O 2.313 -1.187 -4.920 0.08 -0.02 0.04 0.03
P -1.413 -1.599 -0.862 -0.44 0.56 0.19 0.40
O -1.261 -1.259 -2.469 0.27 -0.03 0.14 -0.50
Br -1.567 -3.926 -0.836 0.04 -0.18 -0.09 0.07
H 2.178 -2.158 3.667 0.18 -0.28 -0.55 0.09
H 2.530 0.485 1.909 0.06 0.12 -0.12 0.04
H 3.625 -0.129 0.640 0.18 -0.27 0.09 0.05
H 0.778 -2.346 1.235 -0.09 -0.01 -0.01 -0.03
H 1.024 0.437 -0.808 -0.14 0.23 -0.01 -0.03
H -0.576 -0.312 2.139 -0.10 0.09 -0.10 -0.06
H 3.047 -1.666 -1.386 -0.03 0.15 -0.15 0.05
H 1.553 -1.801 -2.322 -0.06 0.02 0.05 0.02
H 1.264 -3.990 -0.634 -0.11 0.05 -0.10 0.03
H 2.996 -3.773 -0.546 -0.09 -0.12 0.13 0.10
H 3.269 -3.994 -2.947 -0.03 0.09 -0.06 0.09
H 2.453 -5.404 -2.300 0.07 -0.02 0.00 0.10
H 0.458 -3.388 -3.134 0.03 0.12 -0.16 0.04
H 0.590 -5.069 -3.548 -0.06 0.00 -0.01 0.06
H 2.228 0.898 -4.893 0.07 -0.06 0.10 0.12
H -2.057 -0.781 -2.756 -0.07 -0.16 -0.19 -0.02
C -3.552 0.439 3.323 0.04 0.10 -0.07 -0.33
O -2.532 -0.073 2.931 -0.22 -0.24 0.22 0.03
N -3.594 1.365 4.314 -0.02 0.00 0.05 -0.20
C -4.825 1.972 4.757 0.08 0.01 0.01 -0.08
C -2.334 1.746 4.928 -0.01 0.02 -0.04 -0.04
H -4.546 0.211 2.896 0.00 -0.01 0.02 0.13
H -4.804 3.055 4.615 -0.03 0.00 -0.01 0.08
H -5.007 1.769 5.816 -0.03 0.00 0.00 0.08
H -5.654 1.565 4.180 -0.01 0.00 0.00 0.08
H -1.651 2.152 4.181 0.01 -0.01 0.00 0.10
H -1.849 0.879 5.378 0.00 0.00 0.01 0.09
H -2.526 2.493 5.695 0.00 0.00 0.00 0.08
C 0.692 2.736 -3.332 -0.14 0.10 0.17 -0.35
O 0.660 1.685 -2.736 0.13 0.02 -0.32 -0.01
N 0.638 3.938 -2.709 0.03 0.02 -0.02 -0.20
C 0.667 5.188 -3.425 -0.01 -0.03 0.07 -0.08
C 0.544 3.929 -1.257 -0.02 0.01 -0.02 -0.04
H 0.756 2.812 -4.434 -0.01 0.01 -0.01 0.13
H 1.528 5.795 -3.128 0.00 0.01 -0.03 0.08
H -0.240 5.770 -3.240 0.00 0.01 -0.03 0.08
H 0.737 4.990 -4.494 0.00 0.01 -0.01 0.08
H 1.402 3.419 -0.819 -0.01 -0.01 0.01 0.09
H -0.348 3.394 -0.931 0.01 -0.02 0.01 0.10
H 0.507 4.957 -0.900 0.00 0.00 0.00 0.08
C -4.767 -0.924 -3.672 0.00 -0.09 -0.08 -0.33
O -3.841 -0.211 -3.327 -0.04 0.02 -0.02 0.00
N -5.380 -1.821 -2.882 -0.06 0.10 0.07 -0.19
C -6.465 -2.646 -3.354 0.04 -0.01 0.03 -0.07
C -4.907 -1.961 -1.509 0.01 0.05 -0.19 -0.05
H -5.186 -0.889 -4.693 0.01 0.02 0.01 0.13
H -7.370 -2.472 -2.767 -0.01 0.00 -0.01 0.08
H -6.206 -3.705 -3.281 -0.01 0.00 -0.02 0.09
H -6.676 -2.411 -4.397 0.00 -0.01 0.00 0.08
H -5.000 -1.013 -0.979 0.01 -0.01 0.02 0.09
H -3.853 -2.228 -1.515 -0.03 -0.07 0.19 -0.02
H -5.485 -2.730 -1.001 0.00 -0.03 -0.04 0.09
C 5.303 3.220 4.957 0.02 0.03 0.00 -0.37
O 5.374 4.165 5.726 0.00 -0.01 0.00 -0.01
N 4.664 2.069 5.218 0.06 0.00 -0.08 -0.19
C 4.609 0.966 4.271 -0.10 0.00 0.26 -0.05
C 4.000 1.925 6.499 0.01 0.03 -0.02 -0.05
H 5.772 3.234 3.959 -0.01 0.00 0.00 0.13
H 3.576 0.731 4.022 0.03 -0.08 -0.09 0.07
H 5.066 0.080 4.716 0.00 -0.06 -0.10 0.09
H 5.147 1.220 3.360 -0.01 0.06 0.00 0.09
H 3.237 2.693 6.626 -0.01 -0.01 0.01 0.09
H 4.715 2.028 7.317 0.00 -0.01 0.01 0.09
H 3.535 0.943 6.542 -0.01 0.00 0.00 0.09

***

# 3
80
Properties=species:S:1:pos:R:3:forces:R:3:lowdin_charge:R:1 method="wB97M-V/def2-TZVPD" charge=+1
F 6.812 7.244 -1.194 -0.15 -0.44 0.04 -0.02
C 6.468 7.136 -2.524 0.25 0.56 -0.11 -0.21
C 7.423 6.143 -3.224 -0.35 0.91 0.29 -0.26
S 6.645 4.669 -3.944 0.44 -0.81 -0.63 1.19
C 5.049 4.359 -3.151 -0.48 -0.33 0.64 -0.33
C 3.894 5.153 -3.807 0.80 1.26 0.33 -0.14
C 2.850 5.585 -2.813 0.83 0.41 0.21 -0.22
F 1.686 5.974 -3.359 -0.35 -1.29 -0.14 0.11
C 2.928 5.564 -1.469 -0.88 -0.40 -1.03 -0.31
F 3.918 6.055 -0.756 0.45 -1.10 0.26 0.16
F 1.948 5.037 -0.774 -0.15 1.30 0.75 0.18
N 7.630 3.354 -3.435 -0.74 0.29 0.18 -0.18
C 7.685 3.288 -2.196 0.35 0.97 0.71 -0.82
S 7.806 3.505 -0.670 -0.03 -0.65 -0.59 0.94
H 5.406 6.897 -2.603 0.15 -0.07 0.10 0.09
H 6.625 8.131 -2.952 -0.08 -0.19 -0.07 0.14
H 7.886 6.667 -4.065 -0.06 -0.43 -0.08 0.10
H 8.222 5.902 -2.514 -0.24 -0.37 -0.12 0.10
H 5.148 4.496 -2.069 0.05 0.20 -0.19 0.09
H 4.854 3.289 -3.303 0.39 0.12 -0.08 0.11
H 3.387 4.505 -4.528 0.05 0.29 -0.07 0.14
H 4.322 6.035 -4.310 -0.31 -0.27 -0.40 0.11
O 0.222 -0.764 -3.865 1.07 -3.18 1.13 -0.30
P 0.236 -0.620 -2.365 -2.32 6.22 0.10 0.70
N -1.421 -0.241 -2.116 -0.40 -0.33 0.07 -0.32
C -1.960 0.834 -1.306 0.34 0.17 0.40 -0.13
C -2.375 -1.297 -2.453 0.41 -0.46 -0.32 -0.12
N 1.244 0.786 -2.292 0.30 0.16 -0.25 -0.31
C 0.964 1.955 -1.481 0.14 -0.06 0.48 -0.14
C 1.835 1.224 -3.550 -0.12 -0.19 -0.27 -0.15
N 0.568 -0.900 -0.670 1.20 -2.78 -1.25 -0.27
C 1.930 -1.503 -0.531 0.33 0.36 0.09 -0.13
C -0.321 -1.802 0.080 -0.55 -0.01 0.10 -0.12
H -1.474 0.931 -0.327 0.06 0.02 -0.03 0.07
H -3.019 0.680 -1.097 0.03 -0.20 -0.13 0.08
H -1.885 1.797 -1.819 0.04 0.02 0.05 0.07
H -2.308 -2.150 -1.763 -0.18 0.03 -0.01 0.06
H -2.179 -1.682 -3.456 0.02 0.06 0.01 0.07
H -3.402 -0.940 -2.437 0.05 0.21 0.02 0.08
H 0.175 2.579 -1.918 0.00 0.04 0.04 0.08
H 1.861 2.581 -1.407 0.05 -0.09 -0.09 0.05
H 0.700 1.704 -0.457 -0.17 -0.16 -0.07 0.07
H 1.098 1.713 -4.198 0.09 0.02 -0.09 0.09
H 2.273 0.392 -4.094 -0.15 -0.02 -0.05 0.07
H 2.649 1.938 -3.360 -0.08 0.03 0.25 0.05
H 1.981 -2.482 -1.016 0.01 -0.08 0.16 0.08
H 2.189 -1.628 0.520 -0.16 0.03 0.03 0.08
H 2.688 -0.864 -0.981 -0.15 0.09 -0.07 0.07
H -0.374 -2.799 -0.364 0.01 -0.07 0.14 0.10
H -1.331 -1.414 0.170 0.02 0.16 -0.32 0.04
H 0.038 -1.899 1.105 0.24 0.01 -0.10 0.09
O -4.078 -5.276 1.765 -3.52 0.54 -0.26 -0.30
P -4.403 -4.471 2.998 6.32 0.30 2.26 0.70
N -3.449 -3.076 2.646 -0.04 0.56 -0.32 -0.32
C -2.535 -2.392 3.539 -0.10 -0.06 0.48 -0.14
C -3.854 -2.308 1.476 -0.52 -0.47 -0.26 -0.14
N -3.650 -5.499 4.155 0.05 -0.25 -0.18 -0.31
C -2.769 -5.035 5.213 -0.30 0.19 0.46 -0.14
C -3.153 -6.783 3.664 -0.02 -0.11 -0.31 -0.14
N -5.281 -3.702 4.305 -2.54 -0.96 -1.86 -0.27
C -6.412 -4.587 4.725 0.15 -0.32 0.37 -0.13
C -5.900 -2.389 4.067 0.28 0.48 -0.13 -0.13
H -2.939 -2.236 4.545 0.01 -0.08 0.02 0.07
H -2.282 -1.398 3.164 -0.16 -0.05 -0.17 0.08
H -1.590 -2.934 3.634 -0.02 -0.02 0.09 0.07
H -4.818 -1.799 1.630 0.09 0.14 -0.11 0.07
H -3.976 -2.965 0.611 0.02 -0.03 0.04 0.07
H -3.125 -1.548 1.204 0.12 -0.02 0.18 0.05
H -1.773 -4.779 4.833 0.01 0.01 0.02 0.07
H -2.635 -5.821 5.961 -0.05 -0.08 -0.10 0.08
H -3.181 -4.184 5.753 -0.03 0.12 -0.19 0.07
H -2.231 -6.663 3.082 -0.01 -0.09 -0.03 0.09
H -3.890 -7.282 3.043 0.05 0.10 -0.10 0.07
H -2.943 -7.455 4.499 -0.01 0.21 0.15 0.08
H -7.134 -4.718 3.913 -0.11 0.10 0.08 0.08
H -6.934 -4.164 5.583 0.10 0.13 -0.03 0.08
H -6.050 -5.571 5.015 0.17 0.06 -0.07 0.07
H -6.610 -2.403 3.235 -0.10 0.05 0.07 0.09
H -5.166 -1.608 3.880 0.18 -0.20 -0.13 0.07
H -6.431 -2.075 4.967 -0.06 -0.22 0.02 0.09

***

Ordered energy results: -2352.64438, -5309.70039, -3162.18258; unit a.u..
Ordered F_max results: 7.5, 0.8, 6.7; unit eV/Å.